[1]
# C10H26BIO8P

A cluster of 3 separate species, C10H26BIO8P in total in a non-equilibrium geometry (ωB97M-V/def2-TZVPD, the Open Molecules 2025 dataset).

HOMO level   -3.04 eV
E_LUMO   2.41 eV
Charge   -1

Geometry as XYZ:
```
47
C10H26BIO8P ωB97M-V/def2-TZVPD
I 0.336 -0.551 -2.224
P 4.125 0.530 -5.604
O -0.615 -2.211 0.817
O 3.985 1.941 -6.572
O 1.694 -0.943 -4.875
O -1.732 -4.641 2.042
O -1.012 4.216 2.241
O 1.560 1.376 -4.553
O -0.605 1.593 3.507
O 5.484 0.647 -4.591
C -1.366 2.069 4.603
C 0.277 -2.131 1.918
C -0.613 -3.494 0.205
C -2.548 -3.795 2.834
C -0.716 3.015 1.532
C -1.261 1.794 2.256
C 0.090 4.685 3.000
C -1.803 -4.326 0.654
C 0.254 0.912 -4.894
C 0.408 -0.613 -4.440
B 2.520 0.248 -4.526
H -0.407 -1.314 -4.722
H -3.596 -4.104 2.749
H -1.791 -5.276 0.111
H 0.022 -1.241 2.496
H 0.584 3.880 3.549
H -1.205 3.091 0.557
H 0.327 -4.017 0.403
H 3.017 -0.019 -3.442
H 1.306 -2.033 1.557
H -0.282 5.418 3.717
H 5.224 0.617 -3.658
H -1.792 3.055 4.407
H -0.704 2.141 5.467
H -0.684 -3.332 -0.875
H 0.361 2.921 1.359
H -2.170 1.361 4.834
H -0.573 1.326 -4.261
H 0.814 5.175 2.340
H -2.452 -2.745 2.545
H 3.562 1.629 -7.374
H -2.235 -3.899 3.873
H -1.065 0.906 1.646
H -2.744 -3.818 0.420
H 0.200 -3.004 2.571
H 0.165 1.093 -5.995
H -2.344 1.872 2.395
```



[2]
# C10H26Cl2LuNO3P2

A structure of composition C10H26Cl2LuNO3P2 in a non-equilibrium geometry (ωB97M-V/def2-TZVPD, the Open Molecules 2025 dataset).

HOMO level   -15.31 eV
E_LUMO   -6.52 eV
Energy above the lowest of the compared OMol25 structures with the same formula, charge and spin   0.0 kcal per mole
Charge   +2

Geometry as XYZ:
```
45
C10H26Cl2LuNO3P2 ωB97M-V/def2-TZVPD
Lu 0.292 0.250 -0.089
Cl 2.994 0.696 -0.139
Cl 0.216 2.677 0.187
P 0.271 0.018 -2.923
P 0.342 -0.271 2.702
O 1.955 -1.740 -0.129
O -1.870 0.410 0.156
O -2.363 1.607 -1.731
N -4.323 0.492 1.154
C -0.974 -0.983 -3.831
C 1.859 -0.558 -3.630
C -0.756 -1.420 3.613
C -4.011 1.389 -0.040
C 0.058 1.314 3.598
C 4.467 -1.674 0.056
C 3.064 -1.184 -0.072
C 0.089 1.660 -3.700
C -2.636 1.142 -0.623
C 2.009 -0.740 3.291
H -0.917 2.026 -3.481
H 1.933 -1.648 -3.517
H 4.920 -1.250 0.975
H 0.262 1.227 4.671
H -0.954 -0.842 -4.921
H 1.940 -0.284 -4.693
H 2.261 -1.742 2.903
H 5.066 -1.288 -0.800
H -4.111 2.413 0.326
H -0.988 1.603 3.450
H -4.371 -0.506 0.892
H 2.749 -0.021 2.902
H -0.816 -2.045 -3.603
H 2.690 -0.094 -3.074
H 0.798 2.348 -3.230
H -1.961 -0.695 -3.450
H 0.680 2.098 3.150
H -0.649 -1.338 4.699
H -5.260 0.765 1.484
H 4.475 -2.771 0.070
H 2.066 -0.755 4.392
H -1.796 -1.202 3.344
H -3.674 0.578 1.952
H -4.730 1.171 -0.815
H 0.248 1.617 -4.782
H -0.546 -2.450 3.307
```



[3]
# C10H26FeN7O18

A structure of composition C10H26FeN7O18 in a non-equilibrium geometry (ωB97M-V/def2-TZVPD, the Open Molecules 2025 dataset).

HOMO level (alpha / beta)   -9.81 / -9.70 eV
E_LUMO (alpha / beta)   -1.47 / -2.50 eV
Energy above the lowest of the compared OMol25 structures with the same formula, charge and spin   31.7 kcal per mole
Charge   0
2S+1   6

Geometry as XYZ:
```
62
C10H26FeN7O18 ωB97M-V/def2-TZVPD
Fe 2.301 2.735 -1.885
O 3.421 1.334 1.352
O 2.324 4.596 -2.636
O 0.933 1.480 -1.147
O -4.209 2.092 1.008
O 1.065 5.049 -4.489
O -2.292 -1.077 3.223
O 2.826 -2.436 -0.348
O 4.607 1.245 3.164
O -2.471 4.529 3.543
O 0.890 3.500 -3.287
O -4.943 0.358 0.022
O 1.049 -0.485 -4.212
O 0.100 -1.529 -5.847
O 0.980 -5.412 -0.848
O -2.923 -2.200 4.942
O -1.570 2.545 3.357
O 1.305 -5.394 1.239
O 4.621 -1.488 -0.965
N 0.175 -1.186 -4.674
N -1.814 3.660 2.979
N 4.119 0.755 2.149
N 3.629 -2.143 -1.211
N 0.719 -4.972 0.269
N -2.903 -1.179 4.274
N -4.392 1.437 -0.001
C -1.307 3.993 1.617
C -0.940 -1.653 -3.819
C 1.241 4.777 -3.260
C -3.828 2.015 -1.282
C -3.538 0.028 4.858
C -0.185 -3.777 0.386
C 3.411 -2.693 -2.576
C 4.346 -0.693 2.027
C 0.047 0.463 -0.784
C 0.064 -0.092 0.654
H -3.710 1.223 -2.019
H 5.250 -0.804 1.430
H 0.204 -0.386 -1.457
H -1.019 5.040 1.684
H -0.612 -0.908 0.917
H -2.646 0.621 5.059
H -0.053 0.682 1.412
H -4.551 2.719 -1.687
H -4.120 -0.226 5.737
H -2.080 3.880 0.862
H -0.976 0.781 -1.016
H -0.551 -3.568 1.388
H 0.542 -3.004 0.131
H 3.467 -1.125 1.559
H 3.377 -1.845 -3.259
H -1.658 -0.838 -3.785
H -2.831 2.370 -1.037
H 4.535 -1.163 2.987
H -0.977 -3.844 -0.355
H -1.304 -2.532 -4.346
H -0.562 -2.015 -2.866
H 2.508 -3.295 -2.571
H -4.022 0.505 4.009
H 1.027 -0.598 0.772
H 4.331 -3.228 -2.803
H -0.425 3.378 1.462
```



[4]
# C10H26KNO4

A structure of composition C10H26KNO4 in a non-equilibrium geometry (ωB97M-V/def2-TZVPD, the Open Molecules 2025 dataset).

HOMO level   -5.57 eV
E_LUMO   -0.23 eV
Energy above the lowest of the compared OMol25 structures with the same formula, charge and spin   28.0 kcal per mole
Charge   0

Geometry as XYZ:
```
42
C10H26KNO4 ωB97M-V/def2-TZVPD
K -0.136 0.353 -0.065
O -1.971 0.880 -2.100
O -0.698 1.999 2.256
O 2.770 0.706 -0.116
O 0.186 -2.204 1.102
N -0.899 -1.726 -1.756
C -1.096 -2.914 -0.915
C 0.098 -3.111 0.008
C -2.078 -1.398 -2.545
C 4.727 1.428 1.153
C 4.181 0.704 -0.084
C 1.366 -2.381 1.858
C -1.943 -0.022 -3.194
C -2.588 2.391 3.715
C -2.048 2.273 2.281
C -1.671 2.242 -2.366
H -2.717 1.472 4.285
H 1.324 -1.785 2.764
H -1.025 -0.014 -3.794
H -2.239 -2.131 -3.353
H -2.688 1.515 1.764
H -0.081 -4.114 0.425
H 5.814 1.316 1.189
H -1.742 2.639 -1.349
H -1.294 -3.846 -1.459
H 1.578 -3.431 2.071
H -1.891 3.029 4.265
H -3.548 2.925 3.684
H 2.440 1.606 -0.198
H -2.259 3.195 1.702
H 1.064 -3.180 -0.503
H 4.405 0.986 2.097
H 4.393 2.464 1.100
H -0.133 -1.998 -2.367
H 2.207 -1.994 1.265
H -2.989 -1.383 -1.947
H 4.551 -0.320 -0.019
H -1.977 -2.800 -0.275
H -2.470 2.744 -2.924
H -2.799 0.182 -3.844
H -0.727 2.552 -2.824
H 4.602 1.150 -0.988
```



[5]
# C10H26N6O20S2

A cluster of 8 separate species, C10H26N6O20S2 in total in a non-equilibrium geometry (ωB97M-V/def2-TZVPD, the Open Molecules 2025 dataset).

HOMO level   -10.74 eV
E_LUMO   -0.48 eV
SMILES string   C[N+](=O)[O-].C[N+](=O)[O-].C[N+](=O)[O-].C[N+](=O)[O-].C[N+](=O)[O-].C[N+](=O)[O-].O=S1(=O)OCCO1.O=S1(=O)OCCO1
Energy above the lowest of the compared OMol25 structures with the same formula, charge and spin   0.0 kcal per mole
Charge   0

Geometry as XYZ:
```
64
C10H26N6O20S2 ωB97M-V/def2-TZVPD
S 2.301 0.897 2.772
S 1.542 2.347 -4.368
O 3.942 -3.918 0.100
O 2.449 2.363 -3.011
O 0.604 -1.063 -0.109
O 3.524 0.160 2.644
O 2.140 3.065 -5.442
O 2.577 2.303 3.513
O -3.341 -2.287 -0.420
O 0.210 2.687 -3.966
O 1.145 0.292 3.340
O 1.875 -5.799 2.203
O 3.187 -4.510 3.302
O -3.271 2.789 -0.952
O 5.088 -3.807 -1.718
O -7.452 2.042 1.068
O -3.467 -2.427 1.733
O 1.748 0.765 -4.612
O -6.001 1.565 2.549
O -2.036 3.074 0.732
O -0.187 0.843 -0.646
O 1.914 1.581 1.333
N -6.376 1.610 1.401
N -0.214 -0.169 0.027
N 4.093 -3.602 -1.062
N -2.322 3.298 -0.419
N 2.212 -4.718 2.641
N -3.801 -2.751 0.616
C -1.471 4.206 -1.182
C -1.203 -0.280 1.117
C 2.859 1.081 -2.566
C 1.361 -3.568 2.265
C -5.414 1.182 0.377
C 2.872 0.280 -3.846
C 2.073 2.993 1.379
C 2.943 3.302 2.574
C -4.735 -3.891 0.421
C 2.928 -2.877 -1.672
H -5.661 -3.391 0.127
H -5.652 0.141 0.147
H -1.023 0.537 1.813
H -0.663 3.614 -1.620
H 2.145 0.736 -1.814
H -4.437 1.295 0.827
H -1.041 4.945 -0.516
H 0.401 -3.886 1.867
H -2.211 -0.146 0.740
H 1.086 3.432 1.553
H -4.383 -4.561 -0.351
H -4.912 -4.395 1.365
H 2.663 4.269 2.985
H 2.476 3.429 0.467
H -2.020 4.621 -2.020
H 4.011 3.253 2.354
H -5.501 1.702 -0.569
H 2.937 -1.912 -1.169
H 3.098 -2.734 -2.731
H 2.662 -0.780 -3.744
H 2.074 -3.476 -1.382
H -1.043 -1.258 1.547
H 1.824 -3.048 1.428
H 3.778 0.410 -4.436
H 3.855 1.073 -2.123
H 1.242 -2.932 3.137
```



[6]
# C10H26NOPSi

The molecule C10H26NOPSi (ωB97M-V/def2-TZVPD, the Open Molecules 2025 dataset).

HOMO level   -8.32 eV
E_LUMO   0.98 eV
SMILES string   COCCCCCCCCC[SiH2][PH2]=N
Charge   0

Geometry as XYZ:
```
40
C10H26NOPSi ωB97M-V/def2-TZVPD
P 6.219 -0.730 -0.591
Si 4.764 -2.033 0.526
O -3.793 2.340 1.355
N 5.847 -0.752 -2.131
C 3.129 -2.006 -0.399
C -5.095 2.059 1.804
C 0.616 -2.341 -0.027
C 1.931 -1.811 0.559
C -2.097 1.647 -1.060
C -3.750 3.172 0.210
C -3.408 2.425 -1.069
C -0.617 -1.614 0.503
C -0.695 -0.152 0.046
C -2.106 0.315 -0.309
H -3.014 3.956 0.396
H 6.154 0.555 -0.002
H -0.625 -1.661 1.593
H -5.730 1.691 0.994
H -1.296 2.285 -0.677
H -5.560 2.940 2.253
H 6.642 -0.998 -2.706
H -0.320 0.509 0.829
H -5.023 1.283 2.560
H 3.145 -1.208 -1.137
H -4.239 1.779 -1.358
H 3.027 -2.961 -0.910
H 1.830 -0.744 0.756
H -2.686 0.400 0.605
H -4.714 3.674 0.080
H -2.584 -0.443 -0.932
H 2.124 -2.291 1.518
H 0.545 -3.407 0.191
H 5.350 -3.392 0.565
H -3.340 3.193 -1.844
H -1.834 1.426 -2.096
H 7.515 -1.167 -0.255
H -1.507 -2.144 0.161
H -0.041 -0.002 -0.819
H 0.653 -2.215 -1.110
H 4.578 -1.580 1.927
```



[7]
# C10H27B2BeF8NO6

A structure of composition C10H27B2BeF8NO6 in a non-equilibrium geometry (ωB97M-V/def2-TZVPD, the Open Molecules 2025 dataset).

HOMO level   -10.24 eV
E_LUMO   -0.69 eV
Energy above the lowest of the compared OMol25 structures with the same formula, charge and spin   0.0 kcal per mole
Charge   0

Geometry as XYZ:
```
55
C10H27B2BeF8NO6 ωB97M-V/def2-TZVPD
F -6.881 -13.346 8.543
F -3.014 -18.115 8.288
F -5.233 -17.795 8.137
F -8.046 -12.237 10.211
F -6.364 -11.189 8.955
F -8.257 -11.736 7.945
F -4.231 -19.475 6.938
F -4.008 -17.199 6.378
O -2.742 -15.038 7.075
O -2.637 -12.029 10.265
O -7.428 -15.890 7.360
O -6.035 -15.902 9.942
O -4.486 -12.872 7.927
O -5.642 -14.550 5.633
N -3.431 -14.894 9.705
C -2.174 -15.534 9.371
C -7.343 -16.383 10.117
C -3.588 -11.764 7.990
C -5.414 -15.231 11.063
C -3.317 -11.172 9.358
C -3.937 -15.431 10.998
C -7.643 -15.825 5.946
C -7.007 -14.615 5.378
C -1.704 -14.937 8.024
C -2.368 -14.794 5.725
B -7.404 -12.128 9.005
B -4.076 -18.161 7.422
Be -5.034 -15.386 7.841
H -1.461 -13.923 8.355
H -8.050 -15.601 9.833
H -1.352 -15.146 5.545
H -2.933 -10.156 9.237
H -7.578 -13.777 5.800
H -3.607 -16.464 11.090
H -7.265 -14.496 4.321
H -3.988 -11.059 7.258
H -2.475 -13.755 5.406
H -2.446 -11.430 10.994
H -5.786 -15.692 11.979
H -2.600 -11.998 7.579
H -5.172 -13.904 5.102
H -7.473 -17.280 9.510
H -8.305 -16.067 7.705
H -3.216 -13.909 9.829
H -7.437 -16.773 11.134
H -3.438 -14.868 11.792
H -3.004 -15.394 5.074
H -5.340 -12.488 8.217
H -8.721 -15.794 5.786
H -2.316 -16.602 9.233
H -0.846 -15.536 7.718
H -5.727 -14.193 10.933
H -4.319 -11.008 9.768
H -1.437 -15.201 10.109
H -7.220 -16.765 5.577
```



[8]
# C10H27ClIN2O2P2Y

A structure of composition C10H27ClIN2O2P2Y in a non-equilibrium geometry (ωB97M-V/def2-TZVPD, the Open Molecules 2025 dataset).

HOMO level   -14.40 eV
E_LUMO   -7.20 eV
Energy above the lowest of the compared OMol25 structures with the same formula, charge and spin   0.0 kcal per mole
Charge   +2

Geometry as XYZ:
```
46
C10H27ClIN2O2P2Y ωB97M-V/def2-TZVPD
I 0.302 -0.379 -3.158
Y 0.024 -0.176 -0.438
Cl -0.051 -2.617 0.216
P 2.934 -0.077 -0.491
P -2.865 -0.012 -0.388
O -0.087 3.010 -5.039
O 0.071 0.479 1.650
N -0.725 -1.166 3.060
N 0.289 0.728 3.915
C -3.671 1.202 0.717
C -0.070 2.074 -5.716
C -0.016 0.853 -6.467
C 3.506 -1.660 0.243
C 1.210 1.867 3.798
C -0.110 0.016 2.856
C 3.938 -0.034 -2.029
C 3.826 1.096 0.595
C -3.605 -1.583 0.217
C -3.748 0.181 -1.982
H -4.762 1.082 0.734
H -4.795 -0.143 -1.877
H 2.960 -2.504 -0.196
H 0.796 2.735 4.306
H 3.720 2.115 0.201
H 4.584 -1.760 0.043
H 3.943 0.985 -2.448
H 0.915 0.317 -6.203
H 2.144 1.644 4.317
H -3.279 1.079 1.736
H -3.424 2.216 0.379
H -3.710 1.228 -2.309
H 3.405 1.073 1.608
H 1.395 2.103 2.751
H 3.502 -0.700 -2.787
H -3.649 -1.595 1.316
H -0.006 1.118 -7.538
H -3.247 -0.433 -2.744
H 4.967 -0.345 -1.804
H -0.712 -1.822 2.281
H 4.891 0.829 0.636
H 0.161 0.277 4.825
H 3.326 -1.664 1.324
H -4.618 -1.692 -0.195
H -2.977 -2.421 -0.111
H -0.698 -1.544 3.993
H -0.923 0.269 -6.221
```



[9]
# C10H27ClN2O3Pd

A structure of composition C10H27ClN2O3Pd in a non-equilibrium geometry (ωB97M-V/def2-TZVPD, the Open Molecules 2025 dataset).

HOMO level (alpha / beta)   -7.71 / -7.79 eV
E_LUMO (alpha / beta)   0.33 / -0.58 eV
Energy above the lowest of the compared OMol25 structures with the same formula, charge and spin   0.0 kcal per mole
Charge   0
2S+1   3

Geometry as XYZ:
```
44
C10H27ClN2O3Pd ωB97M-V/def2-TZVPD
Pd -1.763 -0.795 0.059
Cl -2.289 -3.031 1.036
O -2.905 0.677 1.211
O -1.130 0.828 -1.424
O 3.547 -0.104 0.420
N 0.043 -0.526 1.435
N -0.960 -1.811 -1.839
C 1.245 0.173 0.905
C -3.066 0.838 3.682
C -0.766 0.501 -2.744
C 2.370 -0.819 0.728
C 0.076 -1.525 -4.058
C -0.116 -0.905 -2.691
C -1.564 2.182 -1.301
C -2.696 1.443 2.338
C 1.642 1.312 1.882
C 4.696 -0.883 0.449
H -2.721 -0.198 3.777
H 2.350 1.947 1.356
H 4.673 -1.761 -0.214
H 2.155 -1.604 -0.002
H 1.033 0.604 -0.077
H -1.586 0.368 -3.473
H 0.857 -0.826 -2.201
H 0.746 1.878 2.139
H -1.772 -2.018 -2.426
H -0.199 1.329 -3.179
H 4.922 -1.249 1.461
H -2.823 1.392 4.589
H 0.173 -2.614 -4.012
H -2.593 2.278 -1.656
H -0.990 2.880 -1.923
H 0.365 -1.286 2.030
H 0.963 -1.180 -4.592
H 5.573 -0.325 0.115
H -1.596 1.596 2.432
H 2.015 0.880 2.811
H -0.517 -2.726 -1.806
H -3.131 2.440 2.189
H -4.150 0.670 3.776
H 2.523 -1.265 1.726
H -0.788 -1.398 -4.719
H -0.422 0.127 2.060
H -1.424 2.505 -0.273
```



[10]
# C10H27FLi3N2O3

A structure of composition C10H27FLi3N2O3 in a non-equilibrium geometry (ωB97M-V/def2-TZVPD, the Open Molecules 2025 dataset).

HOMO level (alpha / beta)   -14.03 / -13.64 eV
E_LUMO (alpha / beta)   -7.80 / -11.30 eV
Charge   +2
2S+1   2

Geometry as XYZ:
```
46
C10H27FLi3N2O3 ωB97M-V/def2-TZVPD
F -0.475 1.092 -1.038
O 1.041 0.493 3.421
O -1.807 3.486 0.036
O 0.519 -3.181 -4.034
N -1.124 -1.652 -2.349
N 1.749 2.555 1.278
C -0.598 -2.931 -1.732
C 0.002 -0.012 4.200
C -1.500 4.311 1.101
C -1.547 -3.540 -0.737
C -0.217 -3.859 -2.951
C -2.715 4.693 2.017
C 1.895 1.114 1.132
C 0.812 0.391 2.018
C 3.296 0.826 1.511
C 0.937 -4.109 -4.999
Li 0.206 2.785 0.019
Li -2.372 1.906 -1.140
Li -0.365 2.252 -2.898
H 0.177 -4.648 -5.564
H -1.020 -0.850 -1.744
H -0.160 -1.041 3.881
H 0.979 -0.659 1.774
H 3.547 1.067 2.543
H 1.477 -4.830 -4.386
H 3.551 -0.229 1.412
H -1.009 5.233 0.790
H 1.950 0.680 0.134
H 2.668 2.972 1.293
H -2.217 4.970 2.946
H 1.479 2.515 2.250
H -0.910 0.584 4.233
H -3.160 5.551 1.514
H 0.358 0.047 5.228
H 0.390 -2.633 -1.383
H 0.256 -4.798 -2.661
H -0.214 0.708 1.831
H -3.467 3.920 2.175
H 4.067 1.303 0.906
H -1.314 -4.576 -0.490
H -1.818 -2.982 0.158
H 1.660 -3.568 -5.609
H -0.561 -1.425 -3.156
H -2.491 -3.488 -1.281
H -0.811 3.776 1.755
H -1.142 -4.217 -3.403
```